No. 1
The following is a DFT calculation (ωB97M-V/def2-TZVPD) of a 7-piece molecular cluster, C45H100N4O7 overall in a non-equilibrium geometry.

Each line ends with the Löwdin charge.
Cartesian coordinates (Å):
C -0.5989 -1.4689 7.7853  -0.019
C -1.9399 -2.2079 8.0835  -0.459
C -2.9440 -1.3891 9.0050  -0.022
C -2.7028 -2.4307 6.7493  -0.141
C -2.2234 -3.6098 5.9225  -0.232
C -2.0865 -4.8115 6.7173  -0.189
C -1.2763 -4.7181 8.0157  -0.427
C -1.7909 -6.0271 8.7867  -0.045
C 0.2728 -4.9106 7.8143  -0.015
N -1.6716 -3.4928 8.7209  -0.145
O -1.5164 -3.5371 10.1046  -0.002
H -0.8333 -0.4867 7.3750  0.079
H 0.0852 -1.4861 8.6337  0.084
H -0.1010 -2.0195 6.9872  0.065
H -2.5553 -0.5149 9.5272  0.074
H -3.6768 -0.8180 8.4348  0.069
H -3.5121 -2.0209 9.6878  0.074
H -3.7188 -2.6233 7.0938  0.115
H -2.6416 -1.5583 6.0988  0.121
H -2.9469 -3.6276 5.1074  0.120
H -1.2545 -3.3988 5.4699  0.109
H -1.6777 -5.5626 6.0414  0.128
H -3.1432 -5.0604 6.8148  0.124
H -1.4691 -6.1150 9.8244  0.071
H -1.6053 -6.9745 8.2807  0.081
H -2.8712 -6.0063 8.9300  0.072
H 0.7746 -4.2775 8.5461  0.077
H 0.6927 -4.5926 6.8601  0.070
H 0.5308 -5.9543 7.9935  0.070
H -2.3437 -3.9418 10.3755  0.093
C -1.4470 -5.8066 -9.4094  -0.045
C -0.7038 -4.4679 -9.5842  -0.525
C -1.5996 -3.2949 -9.8691  -0.039
C -0.0508 -4.2621 -8.1958  -0.120
C 1.1301 -3.2121 -8.1200  -0.160
C 2.0422 -3.2708 -9.3381  -0.145
C 1.4535 -3.6871 -10.7533  -0.433
C 1.0585 -2.3166 -11.5090  -0.023
C 2.6286 -4.3634 -11.5365  -0.045
N 0.3555 -4.6508 -10.5854  -0.128
O -0.0752 -5.1503 -11.8195  -0.010
H -2.1657 -5.9711 -10.2121  0.080
H -0.8297 -6.7010 -9.4945  0.084
H -1.9575 -5.9774 -8.4616  0.086
H -1.3192 -2.2770 -9.5983  0.076
H -1.9706 -3.2646 -10.8936  0.089
H -2.4660 -3.5037 -9.2414  0.083
H -0.8784 -4.2027 -7.4890  0.118
H 0.4938 -5.2038 -8.1263  0.112
H 0.7057 -2.2092 -8.1647  0.096
H 1.6739 -3.3587 -7.1868  0.107
H 2.9196 -3.8976 -9.1782  0.100
H 2.5320 -2.3009 -9.2512  0.110
H 0.5457 -2.6640 -12.4060  0.071
H 1.9205 -1.6722 -11.6814  0.075
H 0.3220 -1.7073 -10.9853  0.054
H 3.4948 -3.7018 -11.5301  0.080
H 2.4205 -4.4524 -12.6027  0.070
H 2.8036 -5.3815 -11.1885  0.084
H -0.0327 -6.1065 -11.7459  0.100
C 0.5298 1.7166 1.6646  -0.023
C 0.3376 0.3062 0.9232  -0.439
C 1.3445 -0.7748 1.3390  -0.037
C -1.0628 -0.2169 1.4343  -0.140
C -1.7860 -1.2670 0.5296  -0.160
C -1.7051 -0.6229 -0.8933  -0.140
C -0.3012 -0.1971 -1.4480  -0.444
C 0.4031 -1.5928 -1.8354  -0.031
C -0.5174 0.5448 -2.8163  -0.043
N 0.4592 0.6360 -0.5048  -0.167
O 1.6839 1.0078 -0.9380  0.011
H -0.0983 2.5403 1.3253  0.080
H 0.1748 1.4752 2.6665  0.065
H 1.5844 1.9479 1.8140  0.070
H 1.0720 -1.7363 0.9037  0.060
H 2.3862 -0.7023 1.0262  0.080
H 1.3552 -1.0246 2.3999  0.081
H -1.0619 -0.7104 2.4061  0.107
H -1.7178 0.6377 1.6041  0.107
H -1.2289 -2.2027 0.5759  0.092
H -2.8292 -1.4930 0.7507  0.106
H -2.2738 0.3058 -0.9390  0.115
H -2.1713 -1.4331 -1.4539  0.111
H -0.0174 -2.0109 -2.7500  0.074
H 0.4208 -2.3060 -1.0113  0.054
H 1.4278 -1.3907 -2.1471  0.070
H 0.4047 0.5637 -3.3972  0.075
H -0.8551 1.5713 -2.6741  0.074
H -1.3353 0.1744 -3.4344  0.079
H 1.6313 1.9429 -1.1486  0.113
C -0.4682 7.7145 4.8398  -0.025
C 1.0419 7.5931 5.0087  -0.495
C 1.4524 6.5239 5.9199  -0.055
C 1.6474 7.2910 3.5514  -0.121
C 1.6258 8.4987 2.6906  -0.204
C 2.3648 9.6644 3.3574  -0.176
C 1.7827 10.0637 4.7138  -0.448
C 3.0178 11.0091 5.0990  -0.038
C 0.5194 10.8937 4.4637  -0.034
N 1.5712 8.8697 5.6032  -0.121
O 1.1755 9.2682 6.8590  0.002
H -0.8005 8.3916 4.0529  0.071
H -0.9338 6.7407 4.6876  0.091
H -0.7504 8.1733 5.7874  0.081
H 1.0420 5.6390 5.4335  0.085
H 2.5084 6.2635 5.9918  0.095
H 0.9959 6.5665 6.9088  0.092
H 2.5310 6.6537 3.5166  0.118
H 0.9175 6.6259 3.0898  0.111
H 1.9505 8.4045 1.6544  0.115
H 0.5959 8.8356 2.5727  0.091
H 2.3351 10.5234 2.6871  0.121
H 3.3845 9.3050 3.4961  0.121
H 3.4419 11.5549 4.2562  0.074
H 3.8235 10.4144 5.5293  0.082
H 2.7304 11.7493 5.8458  0.071
H -0.0910 10.9292 5.3661  0.068
H -0.1978 10.5353 3.7252  0.072
H 0.6728 11.9504 4.2450  0.088
H 0.3397 9.7223 6.7299  0.067
C -4.3880 3.1745 -6.3216  -0.051
C -3.9688 2.8283 -7.7965  -0.510
C -4.0667 4.1366 -8.5714  -0.072
O -2.7436 2.1881 -7.8545  -0.031
H -4.5759 2.3511 -5.6325  0.068
H -5.3050 3.7441 -6.4721  0.067
H -3.6787 3.8060 -5.7866  0.075
H -4.6724 2.0893 -8.1798  0.130
H -4.9965 4.7052 -8.5839  0.078
H -3.9947 3.8381 -9.6173  0.070
H -3.2744 4.8534 -8.3555  0.086
H -2.5137 2.1194 -8.7840  0.089
C 7.1680 0.8996 2.4812  -0.051
C 6.2392 1.4183 3.6073  -0.478
C 5.9498 0.4687 4.7532  -0.056
O 6.8348 2.5181 4.2844  -0.071
H 6.5520 0.5009 1.6752  0.067
H 7.8761 0.0826 2.6198  0.077
H 7.5887 1.7605 1.9617  0.071
H 5.3910 1.8530 3.0785  0.127
H 5.4567 0.9535 5.5958  0.078
H 6.8695 0.0752 5.1861  0.083
H 5.3236 -0.3411 4.3789  0.077
H 7.1589 3.1203 3.6107  0.076
C -2.4459 -8.8294 -1.6421  -0.080
C -2.6403 -7.4088 -2.0344  -0.513
C -2.5226 -6.5366 -0.7755  -0.061
O -1.7576 -6.8284 -2.9902  -0.047
H -3.4255 -9.2017 -1.3423  0.083
H -1.6550 -8.9549 -0.9026  0.082
H -2.3442 -9.5945 -2.4118  0.079
H -3.6254 -7.3645 -2.4988  0.137
H -1.6305 -6.7258 -0.1785  0.080
H -3.3855 -6.7573 -0.1471  0.080
H -2.5825 -5.5219 -1.1692  0.080
H -0.9525 -6.7983 -2.4682  0.079

The HOMO-LUMO gap is 0.3023 Eh. Its HOMO energy is -7.9 eV. The value obtained for the LUMO energy is 0.3 eV. Its SMILES is CC1(C)CCCC(C)(C)N1O.CC1(C)CCCC(C)(C)N1O.CC1(C)CCCC(C)(C)N1O.CC1(C)CCCC(C)(C)N1O.CC(C)O.CC(C)O.CC(C)O. The total energy comes out at -68568.7147 eV.

No. 2
The following is a DFT calculation (ωB97M-V/def2-TZVPD) of a 2-piece molecular cluster, C4H13N3O overall in a non-equilibrium geometry.

Each line ends with the Löwdin spin population.
Cartesian coordinates (Å):
C 3.0467 0.6876 1.7518  0.101
N 0.7842 1.6130 0.1536  0.166
C 1.6245 0.5475 -0.1677  0.094
N 2.5218 -0.0085 0.5652  0.541
H 4.1666 0.8081 1.6530  0.025
H 2.8579 0.0354 2.6114  0.010
H 2.6040 1.6400 1.8427  0.018
H 0.4431 2.0320 -0.6990  0.002
H -0.0685 1.2012 0.6252  0.003
H 1.4880 0.1800 -1.1877  0.030
C -2.9613 -0.5890 0.8012  0.000
N -1.6640 -0.6375 0.1305  0.002
C -1.8072 -1.0871 -1.2291  0.001
O -0.7715 -0.5692 -2.0298  0.006
H -3.6148 0.2343 0.4181  0.000
H -2.7097 -0.4218 1.8177  0.000
H -3.5816 -1.5280 0.7436  0.000
H -1.0099 -1.2831 0.5444  0.000
H -1.7066 -2.1871 -1.3347  0.000
H -2.7468 -0.6484 -1.5537  0.000
H -0.8602 0.3675 -2.1250  0.000

As for the spin multiplicity: 2. The HOMO-LUMO gap (alpha / beta) is 0.3261 / 0.1724 Eh. Its HOMO energy (alpha / beta) is -13.2 / -13.1 eV. The value obtained for the LUMO energy (alpha / beta) is -4.3 / -8.4 eV. Its total charge is +1. The total energy comes out at -10866.3686 eV.

Question: Number 1 is which compound?
Answer: C45H100N4O7